(1)
117
Properties=species:S:1:pos:R:3:forces:R:3 method="wB97M-V/def2-TZVPD" charge=-2 homo_lumo_gap_ev=3.996 homo_ev=-0.13 e_lumo_ev=3.867 mol_weight_g_mol=1089.42
Pb -1.9115 -0.4530 -0.6045 -0.96 0.66 -0.76
C -0.8358 2.8739 -2.1082 0.18 -0.38 0.15
Si -0.1107 1.7574 -0.6942 0.04 1.09 -0.09
C -0.6875 2.8496 0.7990 0.14 -0.29 -0.15
C -0.6372 4.2381 0.7610 0.01 0.21 -0.01
C -1.0465 5.0230 1.8244 0.02 0.23 0.02
C -1.5596 4.4206 2.9568 -0.05 0.07 0.11
C -1.6912 3.0446 2.9922 -0.04 -0.01 0.15
C -1.2698 2.2629 1.9242 -0.01 0.08 0.14
P -1.4920 0.4454 1.9255 1.47 -0.20 1.47
C -2.8104 0.1160 3.2489 -0.19 0.31 -0.09
C -3.7718 -0.9715 2.7770 0.17 -0.09 -0.31
C -3.1849 -2.3651 2.9326 -0.26 -0.06 0.21
C -2.8371 -2.6435 4.3904 0.25 -0.04 -0.13
C -1.8655 -1.5819 4.8934 -0.21 0.04 0.27
C -2.4199 -0.1741 4.6982 0.35 0.11 -0.09
C 0.2864 0.1584 2.5946 -0.51 -0.02 -0.14
C 0.7952 -1.2828 2.4501 0.10 -0.10 0.17
C 1.8668 -1.6157 3.4877 0.16 0.05 -0.12
C 2.8820 -0.4812 3.5942 0.04 -0.10 0.13
C 2.2157 0.8384 4.0260 -0.07 0.01 0.09
C 0.6885 0.7567 3.9414 0.07 0.26 -0.12
C 1.7793 2.2533 -0.8559 -0.07 -0.54 0.04
C 2.2804 3.4543 -0.3601 -0.04 0.38 0.14
C 3.5607 3.9000 -0.6333 0.07 0.10 0.01
C 4.4242 3.1105 -1.3755 0.13 0.09 0.02
C 3.9904 1.8723 -1.7972 0.10 0.11 -0.05
C 2.6870 1.4444 -1.5616 -0.03 -0.08 -0.03
P 2.1195 -0.2453 -1.9735 0.72 -0.49 -0.61
C 3.7209 -1.1781 -1.6089 -0.51 0.26 -0.07
C 3.5410 -2.6760 -1.8278 0.16 0.03 -0.13
C 4.8366 -3.4433 -1.5327 0.03 0.03 -0.05
C 5.5953 -2.8539 -0.3346 -0.07 -0.11 0.16
C 4.6232 -2.1191 0.5797 0.26 0.10 0.00
C 4.0570 -0.8940 -0.1362 0.08 -0.06 0.19
C 2.0166 -0.4028 -3.8583 -0.09 -0.28 0.26
C 3.2373 -0.3245 -4.7820 0.09 0.10 0.18
C 3.6628 1.0929 -5.1586 -0.02 -0.05 -0.25
C 2.4826 1.8977 -5.6904 0.08 0.16 0.23
C 1.3773 1.9196 -4.6413 -0.17 -0.05 -0.26
C 0.8939 0.5017 -4.3655 -0.05 0.04 0.13
H -0.1913 3.7155 -2.3505 0.16 0.20 0.01
H -1.8007 3.2618 -1.7938 -0.23 0.03 0.10
H -0.9989 2.3225 -3.0286 -0.04 -0.13 -0.20
H -0.2880 4.7288 -0.1368 0.04 0.06 -0.09
H -0.9707 6.1031 1.7707 -0.04 0.01 -0.05
H -1.8871 5.0176 3.7997 -0.01 0.01 0.01
H -2.1412 2.5972 3.8673 -0.02 -0.10 0.06
H -3.3733 1.0568 3.2203 0.16 -0.16 0.01
H -4.0372 -0.7848 1.7395 -0.16 -0.06 0.07
H -4.6900 -0.9103 3.3708 -0.07 0.08 0.00
H -2.2777 -2.4414 2.3296 0.09 -0.12 -0.18
H -3.8979 -3.1052 2.5620 0.10 0.00 -0.09
H -2.3836 -3.6349 4.4899 -0.06 0.00 0.04
H -3.7474 -2.6359 4.9967 -0.08 0.01 0.05
H -0.9386 -1.6809 4.3358 0.21 -0.01 0.01
H -1.6393 -1.7398 5.9540 0.08 -0.01 -0.04
H -1.7025 0.5637 5.0601 -0.06 0.04 0.09
H -3.3279 -0.0716 5.3069 0.00 0.03 -0.03
H 0.8171 0.7615 1.8409 -0.05 -0.04 0.04
H 1.2217 -1.3998 1.4552 -0.08 -0.12 -0.09
H -0.0143 -2.0104 2.5262 -0.02 -0.05 -0.14
H 2.3777 -2.5378 3.1999 -0.04 -0.07 0.06
H 1.4131 -1.7852 4.4671 -0.02 -0.09 0.07
H 3.3529 -0.3512 2.6198 0.09 -0.02 -0.05
H 3.6703 -0.7589 4.3015 0.05 0.05 -0.10
H 2.5557 1.6507 3.3790 0.02 0.05 0.04
H 2.5050 1.0942 5.0512 0.01 0.03 -0.05
H 0.2748 1.7633 4.0370 -0.02 -0.09 0.13
H 0.3204 0.1546 4.7705 -0.11 -0.02 0.04
H 1.6523 4.0714 0.2627 -0.04 0.09 0.01
H 3.8911 4.8655 -0.2701 -0.01 0.03 0.09
H 5.4293 3.4475 -1.6006 0.03 0.00 0.02
H 4.6905 1.2377 -2.3212 0.02 -0.14 -0.04
H 4.5408 -0.8304 -2.2452 0.02 0.01 -0.04
H 3.2323 -2.8757 -2.8545 -0.12 -0.06 -0.04
H 2.7408 -3.0301 -1.1799 -0.13 -0.03 -0.04
H 5.4872 -3.4374 -2.4120 -0.03 -0.05 -0.04
H 4.5808 -4.4843 -1.3257 0.04 -0.08 -0.05
H 6.3632 -2.1524 -0.6736 0.02 0.02 0.00
H 6.1051 -3.6491 0.2171 0.08 0.04 -0.06
H 5.1227 -1.8109 1.5027 -0.09 -0.04 0.03
H 3.8139 -2.7968 0.8496 -0.10 -0.07 0.14
H 4.7749 -0.0727 -0.0741 -0.05 0.03 0.04
H 3.1510 -0.5657 0.3806 0.01 0.09 0.09
H 1.6489 -1.4403 -3.9195 0.01 0.16 0.05
H 2.9766 -0.8467 -5.7109 0.01 -0.07 -0.01
H 4.0836 -0.8596 -4.3460 0.03 -0.10 -0.02
H 4.4534 1.0370 -5.9164 0.04 0.04 0.10
H 4.0640 1.6114 -4.2895 0.07 0.02 -0.02
H 2.1055 1.4453 -6.6133 -0.02 -0.02 -0.06
H 2.7991 2.9173 -5.9296 0.01 -0.01 -0.05
H 0.5362 2.5287 -4.9816 0.02 0.05 0.06
H 1.7568 2.3591 -3.7175 -0.03 0.13 -0.04
H 0.4794 0.0888 -5.2920 -0.07 -0.03 0.01
H 0.0986 0.5185 -3.6171 -0.16 -0.05 -0.10
B -4.7528 3.3112 -0.4860 -0.17 0.42 -0.23
C -4.0067 2.1951 0.2822 0.50 -0.78 0.40
N -3.3970 1.3635 0.8184 -1.50 0.78 -0.58
H -4.6440 3.0467 -1.6638 -0.04 0.02 -0.12
H -5.9103 3.3304 -0.1347 -0.13 0.01 0.02
H -4.1874 4.3520 -0.2215 0.01 0.13 0.00
I -0.3308 -2.7322 -0.7956 0.77 -1.46 -0.01
Cl -8.1728 -5.2185 -3.8217 -0.16 -0.14 -0.19
C -7.0224 -4.2441 -2.9188 -0.11 -0.16 -0.10
C -7.1642 -2.8614 -2.8863 -0.11 -0.29 -0.08
C -6.3090 -2.1139 -2.1219 0.07 0.22 0.04
C -5.2786 -2.7034 -1.3258 -0.12 -0.09 -0.04
C -4.4966 -1.9654 -0.4528 -0.06 0.04 0.26
C -5.1409 -4.1194 -1.4573 0.14 0.00 0.05
C -6.0009 -4.8704 -2.2123 -0.20 -0.01 -0.18
H -7.9637 -2.3943 -3.4513 0.04 0.02 0.01
H -6.4356 -1.0395 -2.0827 0.01 0.08 0.01
H -3.9409 -2.5288 0.2812 0.17 -0.03 0.18
H -4.8617 -0.9918 -0.1579 0.04 0.19 0.00
H -4.3538 -4.6153 -0.9042 0.08 -0.01 0.07
H -5.9013 -5.9494 -2.2490 0.00 0.00 -0.04

***

(2)
20
Properties=species:S:1:pos:R:3:forces:R:3 method="wB97M-V/def2-TZVPD" homo_lumo_gap_ev=9.433 homo_ev=-8.79 e_lumo_ev=0.645 mol_weight_g_mol=132.23
C 1.4622 -0.2623 0.5472 2.71 -5.14 -1.36
C 0.8040 -0.0403 -0.7707 -2.33 1.31 -0.54
C 0.1696 -1.2366 -1.5178 0.16 -4.74 1.60
C -0.7137 0.3617 -0.6715 -2.94 1.04 0.89
C -1.4439 0.7517 0.6435 0.08 3.07 1.22
H 1.9068 0.5540 0.9922 0.89 2.13 0.55
H 2.3344 -1.0009 0.2416 -1.17 1.45 0.91
H 0.8766 -0.7645 1.3287 0.68 -0.22 -1.23
H 1.4958 2.2806 -1.2172 0.13 -1.43 -0.45
H -0.1174 -1.1151 -2.5622 0.37 0.57 0.10
H 0.5238 -2.3827 -1.4315 0.25 2.63 -0.17
H -0.8882 -1.2450 0.3407 0.02 -0.89 -2.06
H -1.0188 1.2277 -1.4503 0.38 -2.84 0.96
H -1.4772 1.9858 0.6693 -0.23 -2.99 0.38
H -2.5890 0.2903 0.7664 3.22 1.33 -0.88
H -1.3441 -0.0346 2.6217 1.65 0.32 -2.67
H 0.0649 0.5898 2.2906 0.59 1.28 -0.64
N -1.0911 -1.1393 -0.7113 0.57 2.15 -0.44
N -0.6422 0.1350 1.7553 -5.84 -0.72 4.06
S 1.6875 1.0448 -1.8647 0.80 1.68 -0.21

***

(3)
7
Properties=species:S:1:pos:R:3:forces:R:3 method="wB97M-V/def2-TZVPD" homo_lumo_gap_ev=8.712 homo_ev=-9.83 e_lumo_ev=-1.115 mol_weight_g_mol=177.46
O -0.4868 -0.7356 1.1650 0.28 -0.60 2.32
O -0.5436 -0.3777 -1.3675 2.14 -0.79 0.21
Si 0.2400 -0.0343 -0.0559 0.07 2.49 0.03
Cl -0.2789 2.8087 -0.0612 0.65 -2.86 0.12
Br 2.4039 -0.4744 0.1442 -0.78 0.46 -0.46
H -0.0114 -0.9708 2.0113 -0.78 0.59 -1.50
H -1.3233 -0.2160 -1.8357 -1.59 0.71 -0.72

***

(4)
14
Properties=species:S:1:pos:R:3:forces:R:3 method="wB97M-V/def2-TZVPD" homo_lumo_gap_ev=9.274 homo_ev=-8.98 e_lumo_ev=0.298 mol_weight_g_mol=117.17
C -1.5569 -0.2383 -0.7662 -3.95 -0.29 5.18
C -0.6271 -0.0538 0.5386 -1.77 0.47 -1.93
C 1.3852 -0.3896 0.4099 1.12 -1.66 -1.35
C 0.7357 0.8523 0.7193 -3.68 1.40 -1.46
H -2.0234 -1.3342 -0.6571 1.01 2.33 -0.15
H -2.4648 0.4730 -0.7609 1.21 -1.03 0.50
H -1.2688 -0.1289 -1.7114 2.49 0.33 -3.61
H -1.3018 -0.0588 1.4062 0.30 -0.11 -0.15
H 0.3301 -2.1034 -0.1810 -0.93 2.92 2.15
H 0.8260 1.1942 1.7220 0.12 0.55 0.85
H 1.8784 1.5467 -0.5905 -1.26 0.78 0.10
N 0.2728 -1.1672 0.4510 3.62 -3.72 -1.09
O 0.9565 1.8341 -0.2832 1.36 -1.01 0.72
S 2.8580 -0.4261 -0.2967 0.37 -0.96 0.24

***

(5)
11
Properties=species:S:1:pos:R:3:forces:R:3 method="wB97M-V/def2-TZVPD" homo_lumo_gap_ev=9.351 homo_ev=-9.46 e_lumo_ev=-0.111 mol_weight_g_mol=101.08
C 0.1536 0.9664 0.6755 1.06 1.20 0.80
C 1.2539 0.2642 0.2968 0.47 1.18 2.05
C -1.1334 0.5073 0.2583 -2.26 1.86 2.17
C 1.0116 -0.9365 -0.5268 -0.28 0.19 -1.96
N -1.0386 -0.5092 -0.4069 -1.31 -2.78 -2.24
O 1.0021 -2.1190 -0.3312 1.22 -0.09 0.55
F -2.2337 -1.0402 -0.8259 -0.57 -0.03 -0.06
H -0.0074 1.8756 1.2826 1.41 -0.35 -0.37
H 2.3264 0.5632 0.5080 -1.55 -0.32 -0.14
H -2.1319 0.9054 0.6063 1.25 -0.14 -0.55
H 0.7977 -0.4772 -1.5368 0.57 -0.72 -0.26

***

(6)
46
Properties=species:S:1:pos:R:3:forces:R:3 method="wB97M-V/def2-TZVPD" charge=-1 homo_lumo_gap_ev=6.746 homo_ev=-4.34 e_lumo_ev=2.403 mol_weight_g_mol=325.40
C -0.2485 1.8230 1.3698 -0.09 1.24 -0.19
C -1.8430 1.4448 1.3599 0.06 -0.10 -1.35
C -2.1833 -0.1571 1.3985 -0.41 0.07 0.66
C -1.1809 -1.0652 2.3232 -2.26 -0.62 0.81
C -0.8854 -0.4401 3.8268 1.01 -0.03 -1.21
O 0.0744 -1.4799 1.6132 -0.79 -1.35 -0.63
S -0.4370 -2.9219 0.7865 -0.27 -1.99 2.61
O -0.1784 -4.1190 1.7537 0.06 3.76 -3.35
O 0.4934 -3.0485 -0.6362 0.82 -1.12 2.53
C 1.5334 -4.0856 -0.5359 3.02 -0.35 -1.07
C 2.6996 -3.6816 -1.6636 -0.79 1.21 0.09
C 2.0151 -3.3280 -3.1446 1.09 0.15 0.80
C 1.7418 -1.6936 -3.2930 -1.95 -1.11 -1.63
O 3.0032 -0.9415 -3.3833 -1.47 2.68 0.17
C 2.7445 0.4919 -3.6799 -2.05 1.03 -5.36
C 2.9878 1.6270 -2.5188 0.61 -0.79 -0.14
O 2.3161 0.8415 -4.9101 2.78 -2.37 7.99
H 0.4619 1.0058 0.9234 -1.42 1.23 1.15
H 0.0644 2.1750 2.4652 -0.38 -0.96 -2.44
H -0.1133 2.7820 0.6715 -0.43 -1.98 1.76
H -2.2715 1.8484 0.3211 0.85 -0.87 2.69
H -2.4379 2.0639 2.1876 1.50 -1.61 -1.86
H -2.2995 -0.6375 0.3131 0.57 1.05 2.30
H -3.2692 -0.2593 1.8844 2.31 0.07 -0.94
H -1.7556 -2.0929 2.5211 1.01 2.15 -0.24
H -0.7392 -1.3444 4.5577 -0.38 1.95 -1.25
H 0.1153 0.1898 3.7635 -2.12 -1.34 0.21
H -1.7451 0.2970 4.1241 1.57 -1.65 -0.55
H 1.1441 -5.1526 -0.8262 0.36 2.13 0.89
H 2.1162 -4.0717 0.5058 -1.79 -0.17 -2.18
H 3.5273 -4.5217 -1.7461 -1.80 1.75 0.30
H 3.1583 -2.6489 -1.2879 -0.63 -2.41 -0.73
H 1.0272 -3.9529 -3.2077 1.71 1.50 -0.17
H 2.7698 -3.6829 -3.9964 -1.77 0.92 1.76
H 1.1742 -1.5493 -4.3305 1.19 -0.27 2.15
H 1.0135 -1.2704 -2.4738 1.74 -0.94 -1.26
H 1.9817 2.2025 -2.3426 2.07 -1.08 -0.54
H 3.3553 1.1610 -1.5050 -0.89 0.70 -2.12
H 3.8595 2.3289 -2.8991 -2.08 -1.32 0.63
C -3.7972 5.5871 1.5786 -0.30 0.68 0.36
C -2.8473 4.4913 1.1269 0.30 -0.05 -0.15
O -1.6248 4.7103 1.3530 -0.52 -0.57 -0.34
O -3.4056 3.4984 0.5814 0.17 0.96 -0.05
H -3.2556 6.4174 2.0420 -0.02 -0.10 -0.05
H -4.3533 5.9737 0.7195 -0.08 -0.12 0.08
H -4.5061 5.1861 2.3093 -0.08 0.01 -0.15